# 1
DFT (ωB97M-V/def2-TZVPD) results for C33H65Li5O15P as an isolated structure.

CARTESIAN COORDINATES (ANGSTROEM)
Li -2.157 0.164 1.756
Li 1.810 -0.428 -0.536
Li 0.006 2.135 1.425
Li 0.573 -0.762 2.497
Li -0.583 -2.322 -0.301
P -0.365 0.030 0.259
O 0.959 0.470 0.951
O 0.003 -0.668 -1.065
O -1.296 1.210 0.376
O -0.849 -1.112 1.193
O -0.939 2.267 5.145
C -0.513 2.018 3.879
O 0.073 2.947 3.272
O -0.701 0.872 3.397
H -0.669 3.182 5.299
C 4.761 2.520 -0.720
C 5.479 1.291 -1.312
C 4.387 0.619 -2.122
O 3.211 0.797 -1.315
C 3.264 2.131 -0.781
H 4.999 3.382 -1.338
H 5.043 2.710 0.314
H 5.803 0.613 -0.519
H 6.336 1.553 -1.928
H 4.539 -0.443 -2.309
H 4.199 1.082 -3.096
H 2.783 2.120 0.192
H 2.730 2.810 -1.451
C 1.102 -2.462 -4.413
C 2.169 -2.926 -5.396
C 2.825 -1.594 -5.794
O 2.645 -0.721 -4.677
C 1.882 -1.381 -3.683
H 0.728 -3.248 -3.760
H 0.296 -1.998 -4.987
H 1.831 -3.541 -6.231
H 2.918 -3.565 -4.912
H 2.309 -1.181 -6.663
H 3.883 -1.748 -6.000
H 1.229 -0.693 -3.146
H 2.566 -1.846 -2.948
C -0.064 -3.373 5.815
C -0.749 -4.158 4.687
C -0.148 -3.532 3.450
O -0.068 -2.145 3.766
C 0.001 -1.971 5.202
H 0.951 -3.753 5.936
H -0.658 -3.408 6.722
H -1.821 -3.940 4.737
H -0.665 -5.241 4.763
H -0.803 -3.631 2.581
H 0.830 -3.966 3.212
H -0.874 -1.373 5.456
H 0.902 -1.424 5.478
C -5.519 2.761 1.678
C -5.260 2.818 3.194
C -4.135 1.787 3.363
O -3.600 1.534 2.061
C -4.109 2.516 1.167
H -5.975 3.659 1.269
H -6.129 1.884 1.450
H -6.145 2.567 3.773
H -4.944 3.833 3.432
H -4.484 0.856 3.816
H -3.372 2.165 4.051
H -4.067 2.176 0.136
H -3.505 3.428 1.253
C -4.073 1.650 -4.120
C -3.035 1.924 -3.040
C -2.300 0.584 -2.967
O -2.470 -0.034 -4.258
C -3.260 0.816 -5.087
H -4.531 2.550 -4.529
H -4.890 1.059 -3.694
H -3.462 2.201 -2.074
H -2.360 2.746 -3.292
H -2.762 -0.076 -2.229
H -1.239 0.708 -2.765
H -3.863 0.205 -5.759
H -2.617 1.444 -5.717
C -0.012 6.005 -0.361
C -0.362 5.117 -1.545
C -0.685 3.807 -0.858
O 0.273 3.716 0.202
C 0.788 5.020 0.512
H -0.910 6.280 0.200
H 0.553 6.909 -0.574
H 0.549 5.016 -2.151
H -1.121 5.524 -2.212
H -0.661 2.939 -1.510
H -1.699 3.871 -0.443
H 1.857 5.076 0.296
H 0.610 5.198 1.572
C 5.001 -0.425 2.934
C 4.781 -1.933 2.797
C 3.326 -2.088 3.200
O 2.672 -0.888 2.782
C 3.630 0.162 2.595
H 5.774 -0.109 2.232
H 5.346 -0.139 3.927
H 5.465 -2.535 3.391
H 4.907 -2.245 1.756
H 3.219 -2.185 4.288
H 2.845 -2.965 2.763
H 3.391 0.989 3.264
H 3.589 0.527 1.568
C -1.906 -4.985 -2.718
C -1.794 -5.664 -1.349
C -2.493 -4.697 -0.418
O -2.169 -3.410 -0.932
C -2.072 -3.487 -2.380
H -2.748 -5.349 -3.302
H -1.018 -5.152 -3.329
H -0.737 -5.762 -1.079
H -2.180 -6.682 -1.334
H -2.173 -4.786 0.622
H -3.580 -4.831 -0.396
H -1.247 -2.839 -2.662
H -3.003 -3.127 -2.819

The max |F| comes out at 1.722 eV Å⁻¹. The value obtained for the gap between HOMO and LUMO is 8.638 eV. As for the lowest unoccupied orbital energy: -2.545 eV. As for the molar mass: 767.55 g mol⁻¹. As for the energy above the lowest of the compared OMol25 structures with the same formula, charge and spin: 0.0 kcal per mole. Its total charge is +1.



# 2
DFT (ωB97M-V/def2-TZVPD) results for a 11-piece molecular cluster, C33H65N7O19 overall.

CARTESIAN COORDINATES (ANGSTROEM)
O 14.025 15.264 13.460
C 13.099 14.680 13.201
O 12.026 14.502 13.999
C 11.089 13.582 13.455
C 11.642 13.256 12.027
O 12.881 14.015 11.993
H 11.024 12.719 14.096
H 10.147 14.088 13.329
H 11.052 13.642 11.220
H 11.819 12.191 11.904
O 18.451 18.815 16.199
C 18.034 17.918 15.563
O 16.916 17.173 15.947
C 16.906 16.002 15.032
C 17.885 16.335 13.902
O 18.756 17.412 14.460
H 17.156 15.114 15.634
H 15.894 15.811 14.683
H 17.392 16.707 13.019
H 18.592 15.556 13.623
O 10.822 15.350 9.648
C 10.734 16.152 10.508
O 9.943 15.974 11.613
C 10.225 16.967 12.635
C 10.861 18.039 11.733
O 11.332 17.353 10.603
H 9.329 17.385 13.067
H 10.890 16.667 13.450
H 11.626 18.673 12.230
H 10.065 18.712 11.474
O 9.972 10.952 12.824
C 9.786 10.169 13.672
O 9.289 8.910 13.457
C 9.143 8.219 14.703
C 10.066 9.007 15.597
O 10.208 10.276 14.957
H 8.116 8.189 15.029
H 9.494 7.194 14.679
H 11.071 8.569 15.624
H 9.713 9.062 16.624
C 13.386 13.585 8.853
N 13.580 12.183 8.391
C 14.792 11.807 7.944
C 14.986 10.319 7.647
O 15.632 12.627 7.762
H 14.005 13.713 9.738
H 12.342 13.755 9.096
H 13.786 14.223 8.061
H 12.983 11.400 8.702
H 15.457 10.323 6.676
H 14.054 9.730 7.682
H 15.639 9.880 8.405
C 11.201 15.823 16.989
N 12.571 15.822 17.383
C 13.055 16.734 18.286
C 14.488 16.494 18.685
O 12.462 17.692 18.729
H 10.660 16.483 17.666
H 10.814 14.821 17.145
H 11.006 16.179 15.968
H 13.189 15.100 17.046
H 15.080 15.867 18.035
H 14.583 16.044 19.691
H 14.960 17.458 18.724
C 14.313 11.077 11.610
N 13.857 9.706 11.470
C 12.868 9.338 10.597
C 12.564 7.868 10.490
O 12.090 10.134 10.083
H 14.472 11.326 12.660
H 13.515 11.717 11.210
H 15.224 11.253 10.985
H 14.561 9.005 11.588
H 12.297 7.505 9.492
H 11.626 7.772 11.063
H 13.197 7.160 10.994
C 15.126 16.558 10.630
N 14.903 17.811 9.889
C 14.365 18.963 10.344
C 14.149 20.005 9.260
O 14.102 19.175 11.524
H 16.073 16.033 10.354
H 14.310 15.847 10.538
H 15.238 16.811 11.680
H 15.084 17.747 8.898
H 14.243 19.677 8.216
H 14.910 20.773 9.459
H 13.133 20.391 9.370
C 13.133 18.779 15.512
N 11.881 18.927 16.175
C 10.630 19.048 15.665
C 9.605 19.212 16.733
O 10.333 18.944 14.443
H 12.924 18.710 14.455
H 13.623 17.956 16.005
H 13.751 19.664 15.696
H 11.874 18.705 17.180
H 9.369 18.292 17.220
H 8.702 19.648 16.338
H 10.015 19.849 17.494
C 8.087 13.470 15.167
N 7.593 14.677 14.729
C 7.611 15.807 15.483
C 7.042 17.079 14.822
O 7.995 15.833 16.640
H 8.094 12.700 14.398
H 7.511 13.070 15.973
H 9.056 13.586 15.620
H 7.186 14.756 13.823
H 6.345 17.551 15.499
H 6.529 16.739 13.910
H 7.893 17.724 14.497
C 14.706 9.972 18.067
N 15.128 11.280 17.634
C 14.612 12.122 16.706
C 13.642 11.594 15.711
O 14.941 13.301 16.678
H 15.528 9.430 18.528
H 14.499 9.318 17.251
H 13.907 10.021 18.832
H 15.765 11.773 18.241
H 13.949 10.636 15.313
H 13.455 12.351 14.943
H 12.701 11.337 16.221

The max |F| comes out at 7.812 eV Å⁻¹. The value obtained for the gap between HOMO and LUMO is 8.595 eV. As for the lowest unoccupied orbital energy: -0.314 eV. As for the molar mass: 863.91 g mol⁻¹.